# 1
58
Properties=species:S:1:pos:R:3:lowdin_charge:R:1 method="wB97M-V/def2-TZVPD" molar_mass_g_mol=394.5 charge=0 relative_energy_kj_mol=121.02 spin_multiplicity=1 gap_ev=8.9 smiles="CCOCCn1c(CN2CCN(CCO)CC2)nc2c1c(=O)n(C)c(=O)n2C"
C -0.71619 -3.54329 2.31820 -0.0673
C -0.59456 -4.10976 0.90569 -0.2678
O -0.90286 -3.18178 -0.11325 -0.1773
C -2.27418 -2.87918 -0.24091 -0.1795
C -2.46959 -1.97242 -1.45733 -0.0800
N -1.98931 -0.63782 -1.20885 0.0460
C -0.76759 -0.09200 -1.42484 -0.2322
C 0.40043 -0.85095 -1.97844 -0.1040
N 1.66854 -0.58258 -1.33608 -0.1507
C 1.63884 -0.81787 0.09452 -0.1722
C 3.06282 -0.76930 0.63645 -0.1825
N 3.63076 0.54052 0.38079 -0.1735
C 4.93367 0.70396 0.99154 -0.1935
C 5.39237 2.16702 1.00385 -0.2521
O 5.97237 2.60629 -0.20145 -0.0822
C 3.64516 0.78631 -1.05108 -0.1711
C 2.22411 0.73295 -1.60049 -0.1763
N -0.71489 1.17699 -1.05354 0.2070
C -1.93872 1.46350 -0.56625 -0.2102
C -2.76465 0.35451 -0.64330 -0.0593
C -4.12567 0.37962 -0.21387 -0.3653
O -4.92525 -0.54081 -0.25044 0.0588
N -4.47082 1.63957 0.28492 0.0318
C -5.83210 1.82125 0.76146 -0.0072
C -3.66631 2.76817 0.38003 -0.4410
O -4.09786 3.80585 0.83441 0.0781
N -2.36637 2.65075 -0.06202 0.0117
C -1.46698 3.78168 -0.00094 -0.0020
H -0.14676 -2.62024 2.39868 0.0718
H -0.32284 -4.26347 3.03004 0.0758
H -1.75331 -3.33964 2.57265 0.0688
H 0.44209 -4.39718 0.70974 0.1200
H -1.23222 -5.00027 0.80193 0.1191
H -2.65703 -2.36737 0.65143 0.1278
H -2.85229 -3.80401 -0.38474 0.1347
H -1.95075 -2.39453 -2.31941 0.1352
H -3.54036 -1.90286 -1.66188 0.1277
H 0.50999 -0.61850 -3.04383 0.1343
H 0.20197 -1.91978 -1.86608 0.1122
H 1.20177 -1.80191 0.27373 0.1069
H 1.03824 -0.05599 0.61765 0.1267
H 3.04933 -0.94350 1.71579 0.1187
H 3.65663 -1.56960 0.15846 0.1279
H 4.85432 0.36745 2.02883 0.1186
H 5.70729 0.08497 0.49342 0.1273
H 4.52853 2.81253 1.16979 0.1238
H 6.10389 2.30793 1.83068 0.1126
H 6.71396 2.02946 -0.41748 0.0887
H 4.06949 1.77314 -1.23458 0.1121
H 4.26097 0.03023 -1.57282 0.1293
H 2.24621 0.89171 -2.68091 0.1237
H 1.62074 1.52469 -1.13646 0.1064
H -6.35293 0.87527 0.63350 0.0853
H -5.82035 2.11237 1.81141 0.0990
H -6.32270 2.60746 0.18842 0.0994
H -2.01811 4.62291 0.41417 0.0883
H -0.61295 3.53903 0.63128 0.0960
H -1.10800 4.01856 -1.00221 0.0957



# 2
76
Properties=species:S:1:pos:R:3:lowdin_charge:R:1 method="wB97M-V/def2-TZVPD" molar_mass_g_mol=387.7 charge=-1 spin_multiplicity=1 gap_ev=5.2
C -1.98039 -2.90713 -3.29568 -0.1274
C -1.70878 -2.27048 -1.91784 -0.3173
C -0.93636 -0.96576 -2.02050 -0.5868
C -1.30686 -0.00311 -0.89242 -0.1665
P 0.96656 -1.21020 -2.30219 0.2215
Si 1.51854 -1.43771 -0.09656 0.4364
C 3.24132 -2.27521 -0.04583 -0.2302
C 0.41839 -2.57134 0.97368 -0.2239
C 1.76695 0.21314 0.83395 -0.2344
H -3.00461 -3.26061 -3.39344 0.0500
H -1.32143 -3.75769 -3.43387 0.0518
H -1.75771 -2.21957 -4.10371 0.0530
H -1.13504 -3.00267 -1.35214 0.0658
H -2.65925 -2.10062 -1.41009 0.0912
H -1.28311 -0.49431 -2.93863 0.0685
H -2.24886 0.47309 -1.17574 0.0542
H -0.59150 0.80827 -0.79273 0.0385
H -1.49843 -0.49584 0.05771 0.0513
H 1.12640 0.27817 -2.25742 -0.0613
H 2.40962 -1.37143 -2.59756 -0.0921
H 0.78166 -2.70163 -2.38512 -0.0522
H 0.73056 -1.13014 -3.77756 -0.0770
H 4.03035 -1.56542 0.17088 0.0077
H 3.25037 -3.08188 0.68595 -0.0023
H 3.41016 -2.72509 -1.02001 -0.0066
H 0.65075 -2.36886 2.01974 0.0155
H 0.67166 -3.60776 0.77139 0.0043
H -0.64930 -2.42170 0.85639 -0.0002
H 2.27563 -0.03237 1.76556 0.0076
H 0.81858 0.65333 1.11960 0.0003
H 2.35294 0.90259 0.23905 0.0108
C -0.78712 5.94728 0.82052 -0.0767
C -0.55735 4.48679 1.17590 -0.2795
O 0.58891 3.92119 0.57649 -0.1628
C 1.82995 4.51255 0.89472 -0.2826
C 2.17051 4.47677 2.37519 -0.0798
H -0.86292 6.06970 -0.26053 0.0673
H -1.71415 6.30089 1.27368 0.0762
H 0.02259 6.58805 1.17466 0.0633
H -1.40018 3.89534 0.81680 0.1136
H -0.51996 4.35217 2.26374 0.1076
H 1.88003 5.53927 0.50971 0.1055
H 2.56885 3.93323 0.34122 0.1185
H 1.46584 5.05713 2.97362 0.0623
H 3.16606 4.89159 2.54035 0.0728
H 2.15485 3.44906 2.74033 0.0799
C -1.61244 3.84765 -2.67882 -0.0595
C -3.04489 3.66456 -2.21508 -0.2708
O -3.73393 4.88648 -1.96890 -0.1669
C -3.85748 5.75986 -3.07153 -0.2947
C -4.60943 5.16956 -4.25320 -0.0837
H -1.05208 4.43466 -1.94997 0.0628
H -1.12741 2.87763 -2.79225 0.0815
H -1.55406 4.36354 -3.63951 0.0671
H -3.04837 3.13361 -1.26340 0.1088
H -3.60826 3.04358 -2.91970 0.1080
H -2.87222 6.12300 -3.38727 0.1056
H -4.40303 6.62562 -2.69204 0.1137
H -4.09098 4.31068 -4.67975 0.0664
H -4.71620 5.91721 -5.04077 0.0723
H -5.60362 4.84096 -3.94637 0.0786
C 2.91780 -7.37126 5.18158 -0.0856
C 2.66810 -5.89871 4.89727 -0.2902
O 2.89749 -5.52062 3.55667 -0.1568
C 2.10086 -6.16762 2.57776 -0.2745
C 0.60713 -5.96184 2.75673 -0.0795
H 3.93675 -7.64547 4.90412 0.0783
H 2.77871 -7.57626 6.24430 0.0718
H 2.23526 -8.01666 4.62751 0.0631
H 3.35966 -5.29471 5.48606 0.1162
H 1.65720 -5.61246 5.21061 0.1064
H 2.34182 -7.23718 2.53773 0.1043
H 2.41411 -5.74032 1.62530 0.1152
H 0.24406 -6.38691 3.69511 0.0630
H 0.06294 -6.44100 1.94243 0.0807
H 0.36779 -4.89867 2.75415 0.0627



# 3
104
Properties=species:S:1:pos:R:3:lowdin_charge:R:1 method="wB97M-V/def2-TZVPD" molar_mass_g_mol=831.0 charge=-1 relative_energy_kj_mol=0.00 spin_multiplicity=1 gap_ev=5.3
K -0.48704 -0.02829 -0.86288 0.6633
C 1.09560 3.62304 2.51982 -0.0527
N 0.62427 4.22361 1.30635 -0.1594
C 0.60122 5.68388 1.29251 -0.0608
C 0.27378 3.44732 0.23756 -0.3836
N 0.89776 2.32466 -0.06285 0.0967
C 2.23824 2.12026 0.11457 -0.2239
C 3.19460 3.16991 -0.11003 -0.0428
C 4.55800 3.01914 0.12880 -0.1279
C 5.05137 1.73715 0.44229 -0.1253
C 4.17703 0.64719 0.51480 -0.0473
C 2.75681 0.79944 0.47117 -0.2271
N 1.90415 -0.24804 0.73165 0.0970
C 2.14632 -1.24032 1.56744 -0.3782
N 1.61995 -2.46838 1.28055 -0.1039
C 1.39088 -2.91741 -0.09267 -0.0641
C 1.38849 -3.54386 2.25224 -0.0496
N 2.83731 -1.10297 2.73166 -0.1394
C 3.78709 -2.07337 3.26043 -0.0621
C 2.79821 0.14482 3.44740 -0.0624
N -0.80635 3.79486 -0.49897 -0.1250
C -1.96180 4.56077 0.01230 -0.0550
C -0.97053 3.40661 -1.89486 -0.0368
H 2.13586 3.90026 2.70424 0.0926
H 0.97361 2.54032 2.45174 0.0754
H 0.45468 3.95778 3.34217 0.0869
H 1.62869 6.07101 1.39380 0.0879
H -0.01218 6.07259 2.11660 0.0832
H 0.19944 6.06419 0.36300 0.0766
H 2.84060 4.13914 -0.45835 0.1020
H 5.23130 3.88201 0.10136 0.0886
H 6.11494 1.61241 0.61280 0.0823
H 4.56296 -0.33673 0.68411 0.0933
H 1.99317 -2.35563 -0.83180 0.0815
H 0.33702 -2.77424 -0.36844 0.0479
H 1.61329 -3.98048 -0.18320 0.0858
H 1.14051 -3.19359 3.24870 0.0868
H 2.24902 -4.21929 2.30877 0.0758
H 0.56165 -4.13135 1.84512 0.0908
H 3.99865 -2.86073 2.54321 0.0814
H 3.43641 -2.53401 4.19642 0.0888
H 4.73190 -1.55782 3.45630 0.0840
H 2.02494 0.79687 3.02860 0.0697
H 3.76586 0.68978 3.41350 0.0950
H 2.58100 -0.03469 4.49713 0.0826
H -1.90709 4.71799 1.09366 0.0838
H -2.88362 4.03688 -0.19136 0.0737
H -1.99005 5.54972 -0.49837 0.0891
H -0.03731 3.05092 -2.32278 0.0776
H -1.29692 4.27004 -2.44480 0.0786
H -1.72819 2.62525 -2.02207 0.0801
F -0.08305 0.57417 -8.55203 0.0741
C -0.33430 0.53606 -7.23982 -0.1831
C -1.39836 -0.24287 -6.77162 -0.1579
F -2.17548 -0.94846 -7.62442 0.0826
C -1.66185 -0.25407 -5.42432 -0.1563
F -2.70517 -0.97529 -4.96092 0.0676
C -0.93970 0.50144 -4.44259 -0.3615
O -1.30614 0.55913 -3.22495 -0.1756
C 0.16411 1.19885 -4.99818 -0.1270
F 0.93769 1.90768 -4.09906 0.0390
C 0.45595 1.26639 -6.34613 -0.1570
F 1.46545 2.04115 -6.80701 0.0808
C -5.34522 1.37026 2.48356 -0.0562
N -4.44223 1.07433 1.37203 -0.1683
C -5.00401 0.51684 0.12776 -0.0145
C -3.14474 1.43164 1.46921 -0.3065
O -2.31554 1.37713 0.53863 -0.0946
H -5.93634 0.48947 2.70898 0.0808
H -6.04153 2.18371 2.23664 0.0839
H -4.76310 1.63868 3.37300 0.0850
H -5.55642 -0.40261 0.35775 0.0913
H -4.16284 0.30210 -0.53677 0.0908
H -5.68974 1.21603 -0.34156 0.0801
H -2.83025 1.72658 2.47756 0.1346
C -1.08582 -1.47682 5.10711 -0.1242
C -0.73848 -0.43551 4.20910 -0.1226
C -0.94520 -0.58345 2.86039 -0.0686
C -1.62541 -1.73146 2.32430 -0.2392
C -1.82427 -1.95015 0.97321 -0.1534
C -2.57524 -2.99328 0.51796 -0.1824
C -3.06425 -3.97101 1.42830 -0.1232
C -2.84413 -3.84900 2.79040 -0.0894
C -2.10154 -2.73314 3.26314 -0.1910
C -1.77941 -2.57290 4.65070 -0.0729
H -0.84197 -1.38281 6.17384 0.0896
H -0.31349 0.50796 4.56769 0.0891
H -0.72638 0.21211 2.13907 0.0832
H -2.77146 -3.09637 -0.54911 0.0577
H -3.61723 -4.83050 1.02974 0.0820
H -3.27902 -4.58826 3.48789 0.0964
H -2.14610 -3.32227 5.36197 0.0977
N 2.03431 -6.69982 -5.60581 0.1499
C 1.73462 -5.70737 -5.07862 -0.1834
C 1.36341 -4.49265 -4.42873 -0.2486
C 0.06247 -4.38514 -3.93459 0.0086
C -0.27794 -3.17731 -3.29476 -0.1006
N 0.57952 -2.16576 -3.16407 0.0805
C 1.78462 -2.25691 -3.74038 -0.1054
C 2.26114 -3.43914 -4.33169 -0.0043
H -0.65892 -5.19871 -4.02591 0.1217
H -1.31076 -3.00107 -2.97094 0.1228
H 2.40594 -1.35724 -3.66601 0.1236
H 3.27833 -3.48901 -4.73928 0.1227



# 4
109
Properties=species:S:1:pos:R:3:lowdin_charge:R:1 method="wB97M-V/def2-TZVPD" molar_mass_g_mol=831.4 charge=-1 relative_energy_kj_mol=0.00 spin_multiplicity=1 gap_ev=5.8
Y 0.84121 0.54333 -1.30821 1.3256
C 0.54688 -3.31951 5.16186 -0.0665
C 1.77188 -2.54403 4.68093 -0.5562
C 2.98600 -3.48101 4.70438 -0.0437
C 2.00994 -1.36567 5.63636 -0.0387
C 1.59029 -1.99025 3.27297 -0.1559
C 2.60893 -1.25847 2.66892 0.0028
C 2.41020 -0.69017 1.42667 -0.1012
N 1.26153 -0.82134 0.75520 0.0378
C 0.28991 -1.56730 1.28958 -0.1933
C 0.41956 -2.15158 2.54579 0.0527
C -0.95356 -1.70563 0.47939 -0.1981
C -2.00444 -2.52914 0.85078 0.0418
C -3.16706 -2.57825 0.08724 -0.1482
C -3.20445 -1.78887 -1.05570 0.0171
C -2.11050 -1.00403 -1.37696 -0.0917
N -1.01190 -0.95796 -0.62948 0.0220
C -4.32726 -3.46003 0.53486 -0.5583
C -4.79502 -2.99451 1.92091 -0.0406
C -3.85564 -4.91791 0.61347 -0.0426
C -5.50937 -3.38086 -0.42980 -0.0677
H 0.73016 -3.69200 6.17101 0.0848
H 0.33533 -4.17943 4.52349 0.0876
H -0.34175 -2.68671 5.19845 0.0883
H 3.13802 -3.86807 5.71432 0.0846
H 3.89738 -2.96591 4.40183 0.0781
H 2.83882 -4.32693 4.03095 0.0921
H 2.13120 -1.73300 6.65763 0.0846
H 1.16820 -0.67148 5.61446 0.0880
H 2.90682 -0.80762 5.36807 0.0818
H 3.55567 -1.09346 3.16534 0.1176
H 3.18033 -0.09034 0.95054 0.0876
H -0.40253 -2.71087 2.96125 0.0941
H -1.92601 -3.13153 1.74286 0.1040
H -4.06565 -1.76590 -1.70630 0.1076
H -2.11466 -0.37622 -2.26319 0.1210
H -4.00124 -3.08171 2.66330 0.0778
H -5.63694 -3.60520 2.25375 0.0846
H -5.11287 -1.95117 1.89454 0.0934
H -3.03820 -5.04018 1.32435 0.0775
H -3.50853 -5.26877 -0.35944 0.0938
H -4.67955 -5.55777 0.93614 0.0847
H -5.90462 -2.36634 -0.50005 0.0881
H -6.31223 -4.02704 -0.07080 0.0845
H -5.23573 -3.71424 -1.43201 0.0882
N 2.61962 -6.51481 -4.42904 0.1190
C 2.40089 -5.47126 -3.99441 -0.2090
C 2.12353 -4.17344 -3.44620 -0.2700
C 1.08350 -3.40291 -3.96219 -0.0595
C 0.82196 -2.15927 -3.40608 -0.1458
C 1.54851 -1.62407 -2.32723 -0.2033
C 2.59762 -2.43486 -1.86184 -0.1434
C 2.89379 -3.68095 -2.39464 -0.0612
H 0.49437 -3.78279 -4.78834 0.1067
H 0.00865 -1.58162 -3.84275 0.0798
H 3.22525 -2.08518 -1.04461 0.0757
H 3.71048 -4.27762 -2.00572 0.1057
Cl 4.07382 3.73780 -8.05048 0.6267
C 2.83360 3.13083 -6.98009 -0.6691
C 1.50384 3.35512 -7.29536 -0.1098
C 0.52566 2.87104 -6.44379 -0.0158
C 0.87027 2.18336 -5.28535 -0.1206
C 2.21135 1.97133 -4.99064 -0.0057
C 3.20310 2.44000 -5.83985 -0.0962
C -0.22942 1.67985 -4.38092 -0.5849
O -1.39207 1.70576 -4.75388 0.0471
O 0.16402 1.25340 -3.22741 -0.2261
H 1.24577 3.89956 -8.19341 0.0988
H -0.52381 3.01929 -6.65967 0.1165
H 2.48371 1.43911 -4.08949 0.1029
H 4.24836 2.27551 -5.61853 0.1044
C 3.97771 3.68956 -1.57174 -0.1072
O 2.91967 2.73590 -1.63631 -0.2198
C 3.10597 1.53012 -0.94698 -0.4814
O 4.17729 1.36174 -0.39183 -0.0674
H 3.66032 4.54196 -2.16890 0.0814
H 4.90346 3.27294 -1.97136 0.0798
H 4.15854 3.99621 -0.53976 0.0803
C -2.26147 1.24903 1.60011 -0.2376
Si -0.78504 2.15671 0.75992 0.6892
C 0.21256 2.81395 2.31281 -0.6648
C -0.43166 3.96965 3.07796 -0.1164
C 1.61543 3.24626 1.87863 -0.1188
C 0.36537 1.64432 3.29397 -0.1253
C -1.68319 3.62498 -0.15918 -0.6774
C -0.66346 4.68297 -0.58757 -0.1140
C -2.30087 3.02502 -1.43126 -0.1293
C -2.82052 4.30258 0.60888 -0.1149
H -2.73638 1.85144 2.38210 0.0187
H -1.94706 0.30806 2.06072 0.0003
H -3.03189 1.00333 0.86174 0.0110
H -0.46804 4.88560 2.48445 0.0603
H 0.15109 4.19340 3.98276 0.0746
H -1.45078 3.73328 3.39473 0.0693
H 1.58804 4.03507 1.12176 0.0659
H 2.17811 2.41357 1.45039 0.0487
H 2.18689 3.62510 2.73733 0.0795
H -0.58636 1.38671 3.76468 0.0710
H 1.07123 1.91003 4.09282 0.0809
H 0.74800 0.74315 2.80453 0.0411
H 0.17689 4.23886 -1.13173 0.0675
H -0.25220 5.22498 0.26928 0.0600
H -1.13157 5.42146 -1.25113 0.0785
H -1.55285 2.60151 -2.10336 0.0370
H -2.83824 3.79824 -1.99480 0.0827
H -3.02387 2.23571 -1.19808 0.0672
H -2.47878 4.81390 1.50701 0.0541
H -3.58672 3.58258 0.90727 0.0663
H -3.31053 5.05200 -0.02764 0.0747